A structure of composition C35H38GeNOPdSi at a distorted geometry, computed with the ωB97M-V functional and the def2-TZVPD basis.

Structure (XYZ):
```
78
Properties=species:S:1:pos:R:3
Pd -0.98753 -0.15262 -0.90342
O -3.47037 1.71153 -2.38933
C -4.55712 1.22343 -1.62313
C -5.31304 0.10879 -2.34017
C -4.48882 -1.16914 -2.55092
C -4.27864 -1.93375 -1.27130
C -5.30186 -2.69394 -0.70665
C -5.07073 -3.35198 0.48856
C -3.82656 -3.23418 1.08935
C -2.86582 -2.45869 0.46388
N -3.08589 -1.82461 -0.68584
H -2.68436 1.20314 -2.12889
H -5.23749 2.06419 -1.46992
H -4.21013 0.88971 -0.63945
H -5.64245 0.48985 -3.31041
H -6.21354 -0.13078 -1.76387
H -3.51220 -0.91836 -2.96811
H -4.99724 -1.80938 -3.27616
H -6.26054 -2.76295 -1.20660
H -5.85010 -3.95137 0.94314
H -3.60058 -3.73718 2.01987
H -1.87047 -2.33295 0.88027
C 2.11950 -1.29693 -2.44415
Si 0.40518 -1.77527 -1.80303
C -0.44187 -2.67618 -3.24438
C 0.79261 -3.15534 -0.54077
C 0.29917 -4.45879 -0.61766
C 0.57916 -5.40215 0.36951
C 1.37860 -5.06282 1.45024
C 1.89632 -3.77382 1.53858
C 1.59657 -2.83894 0.55987
H 2.69764 -2.17688 -2.74326
H 2.67658 -0.75897 -1.67313
H 2.04029 -0.62808 -3.30558
H 0.18823 -3.48774 -3.62238
H -0.64140 -1.99031 -4.07253
H -1.40154 -3.09578 -2.92827
H -0.32417 -4.74809 -1.45749
H 0.17234 -6.40443 0.29128
H 1.59902 -5.79539 2.21785
H 2.52823 -3.49734 2.37548
H 1.98108 -1.82849 0.64997
C -0.33015 0.56360 0.66289
Ge 1.16148 1.70083 0.93630
C 0.62648 3.48589 1.61158
C 0.71997 4.63391 0.82625
C 0.30221 5.86938 1.30936
C -0.21864 5.97629 2.59097
C -0.31781 4.84295 3.38774
C 0.10217 3.61269 2.89915
C 2.47162 1.13904 2.32365
C 3.41572 2.03078 2.83646
C 4.32246 1.63749 3.81355
C 4.29258 0.33836 4.30537
C 3.34800 -0.55649 3.82142
C 2.44635 -0.15527 2.84148
C 2.17888 2.03356 -0.71736
C 3.57207 2.01759 -0.75114
C 4.26504 2.26012 -1.93329
C 3.56720 2.53418 -3.10027
C 2.17822 2.55740 -3.08250
C 1.49123 2.30376 -1.90314
H -0.77768 0.09762 1.54953
H 1.12482 4.56284 -0.17724
H 0.38140 6.75068 0.68321
H -0.54657 6.93771 2.96818
H -0.72318 4.91872 4.39017
H 0.02523 2.73445 3.53221
H 3.43936 3.05298 2.47112
H 5.04967 2.34439 4.19640
H 4.99598 0.02848 5.06910
H 3.30978 -1.56734 4.21184
H 1.69608 -0.85061 2.48207
H 4.12528 1.79631 0.15516
H 5.34830 2.22987 -1.94272
H 4.10424 2.71942 -4.02318
H 1.62919 2.75737 -3.99554
H 0.40696 2.28404 -1.89981
```

Values from the calculation:
Charge ... -1
HOMO (spin up / spin down) ... -3.1 / -3.1 eV
F_max ... 1.277 eV Å⁻¹
Calculated total energy ... -108322.521 eV
Kohn-Sham gap (spin up / spin down) ... 5.73 / 5.72 eV
ΔE to the lowest compared entry with this formula, charge and spin ... 110.5 kJ/mol
LUMO level (spin up / spin down) ... 2.6 / 2.6 eV

Atomic partial charges in e from the Löwdin method, atoms 1 to 4:
1. Pd 0.4424
2. O -0.1017
3. C -0.2846
4. C -0.1817